1.
ORCA calculation (wB97M-V/def2-TZVPD) on a single C4H3NO2S molecule at a distorted geometry.

Summary:
HOMO-LUMO gap: 9.23 eV
Multiplicity: 1
Lowest unoccupied orbital energy: -0.0038 Ha
SMILES: S=COc1cnco1
F_max: 2.3 eV Å⁻¹

Structure (XYZ):
```
11
Properties=species:S:1:pos:R:3:forces:R:3
S 0.452220 2.249096 3.034220 0.06 0.15 0.84
C 0.255475 1.584477 1.613713 -0.07 0.92 -2.09
O 0.331354 0.277189 1.360369 0.10 -0.47 0.17
C 0.109700 -0.275527 0.147076 0.11 0.49 -0.15
C 0.068999 -1.576332 -0.119304 -0.80 -0.50 -0.48
N -0.329356 -1.713394 -1.457443 0.36 0.11 0.08
C -0.428903 -0.510861 -1.912559 0.47 -1.33 0.36
O -0.151001 0.444339 -0.985975 -0.08 0.49 0.61
H 0.096659 2.171647 0.679731 -0.03 -0.31 0.70
H 0.181872 -2.379272 0.592601 0.04 -0.06 -0.31
H -0.587019 -0.271363 -2.952428 -0.16 0.51 0.25
```
Forces are in eV/Å.

Want to see where the charge sits? The natural (NBO) charges in e are: S 0.036; C -0.003; O -0.452; C 0.510; C -0.161; N -0.428; C 0.305; O -0.430; H 0.186; H 0.231; H 0.206



2.
ORCA calculation (wB97M-V/def2-TZVPD) on a molecular structure, C4H3NO2S at a distorted geometry.

Summary:
HOMO-LUMO gap: 7.56 eV
Multiplicity: 1
Lowest unoccupied orbital energy: -0.0316 Ha
F_max: 5.6 eV Å⁻¹

Structure (XYZ):
```
11
Properties=species:S:1:pos:R:3:forces:R:3
C 1.301426 0.809758 0.250319 2.95 -0.63 0.38
C 0.446659 0.001475 -0.401947 0.19 1.48 -1.23
C -1.696662 -0.899435 -0.653524 -3.09 0.73 -3.26
C -0.604089 -0.547091 0.320318 -4.44 -3.05 1.69
H 2.227409 1.372288 2.039061 -3.37 -3.58 -2.46
H 2.150467 1.382270 -0.158726 -1.05 0.15 -0.54
H -2.659684 -1.385432 -0.395894 0.87 0.43 0.54
N -1.674550 -0.481927 -1.941584 1.07 -2.10 4.88
O 1.509518 0.580758 1.563116 2.56 3.77 2.23
O -0.899122 -0.782856 1.496917 1.45 0.72 -0.59
S -0.101372 -0.049807 -2.118056 2.86 2.09 -1.65
```
Forces are in eV/Å.

Want to see where the charge sits? The natural (NBO) charges in e are: C 0.284; C -0.430; C -0.018; C 0.406; H 0.503; H 0.187; H 0.208; N -0.499; O -0.618; O -0.516; S 0.493



3.
ORCA calculation (wB97M-V/def2-TZVPD) on a single C4H3NO2S molecule at a distorted geometry.

Summary:
HOMO-LUMO gap: 8.97 eV
Multiplicity: 1
Lowest unoccupied orbital energy: -0.0071 Ha
SMILES: O=c1cc[nH]c(=S)o1
F_max: 3.1 eV Å⁻¹

Structure (XYZ):
```
11
Properties=species:S:1:pos:R:3:forces:R:3
O -0.491399 2.076711 1.645789 -0.38 1.83 1.30
C -0.268032 1.161149 0.959454 -0.22 -1.21 -0.74
C 0.817748 0.225268 1.087268 1.22 -0.67 -0.67
C 0.944993 -0.738706 0.132226 0.16 0.21 1.57
N -0.016357 -0.913587 -0.795180 -1.03 -0.18 -2.97
C -1.066253 0.018554 -1.046251 -0.25 -1.20 0.09
S -2.158283 -0.076282 -2.282150 1.08 -0.18 0.57
O -1.227270 0.936198 -0.091180 0.93 -0.21 0.01
H 1.570517 0.425177 1.875005 -0.72 -0.30 -0.74
H 1.722800 -1.510881 0.088521 -0.15 0.59 0.24
H 0.171536 -1.603601 -1.573502 -0.64 1.32 1.33
```
Forces are in eV/Å.

Want to see where the charge sits? The natural (NBO) charges in e are: O -0.509; C 0.744; C -0.434; C 0.096; N -0.603; C 0.373; S -0.102; O -0.488; H 0.258; H 0.227; H 0.438



The energy above the lowest of the compared OMol25 structures with the same formula, charge and spin results, record by record, are as follows: 190.4, 369.1, 53.2 kJ/mol.